Record 1
2 unconnected molecules or ions with the total composition C5H14OS2 at a distorted geometry, computed with ωB97M-V with the def2-TZVPD basis set.

Results
E_LUMO (spin up / spin down) = -3.69 / -7.58 eV
Kohn-Sham gap (spin up / spin down) = 10.74 / 7.01 eV
Total charge = +1
Molecular weight = 154.30 g/mol
Multiplicity = 2

Each line ends with the Löwdin charge.
Geometry (Å):
S1 0.98860 -0.46523 0.20340  0.72
S2 -0.70625 -1.26658 0.62828  0.70
O1 -0.56724 -2.80793 -2.45222  -0.06
C1 2.34408 3.46256 -0.01472  -0.07
C2 -2.16395 -0.45121 -0.07670  -0.54
C3 1.32254 1.27542 0.65733  -0.46
C4 -3.17005 0.03601 0.94569  -0.13
C5 2.31294 1.92080 -0.34177  -0.27
H1 3.33325 1.57968 -0.23103  0.11
H2 -1.84952 0.37052 -0.74634  0.10
H3 3.30894 3.81623 0.32990  0.08
H4 -4.09666 0.27034 0.42903  0.09
H5 1.91875 1.75981 -1.33493  0.10
H6 -2.84349 0.85048 1.59010  0.08
H7 0.42695 1.88307 0.76136  0.09
H8 1.76560 1.25450 1.65086  0.10
H9 -0.69577 -3.70674 -2.08582  0.07
H10 1.93589 4.03973 -0.84648  0.08
H11 -2.62321 -1.04520 -0.87715  0.09
H12 -1.30443 -2.23597 -2.29600  -0.01
H13 -3.31942 -0.80678 1.63527  0.08
H14 1.56006 3.62297 0.73948  0.07

Cartesian forces, eV/Å:
S 1.571 0.294 -0.120
S -1.266 -0.849 0.044
O 1.236 -0.829 0.108
C -1.513 -0.777 -0.052
C 0.157 2.220 -1.448
C 0.107 0.621 -0.140
C 0.172 -1.185 0.741
C -0.530 1.143 0.595
H -0.028 -0.681 -0.161
H 0.442 0.073 0.671
H -0.061 0.062 -0.075
H -0.071 0.079 0.177
H 0.302 -0.071 -0.388
H 0.161 0.214 -0.422
H -0.297 -0.244 -0.356
H 0.049 -0.443 0.191
H -0.375 0.983 -0.281
H 0.621 0.002 -0.175
H 0.139 -0.962 0.781
H -0.870 -0.169 0.138
H -0.548 0.224 -0.104
H 0.603 0.297 0.275

Record 2
2 unconnected molecules or ions with the total composition C14H16O at a distorted geometry, computed with ωB97M-V with the def2-TZVPD basis set.

Results
E_LUMO = 0.83 eV
Kohn-Sham gap = 9.09 eV
Structure (SMILES) = Cc1ccc(O)cc1.Cc1ccccc1
Molecular weight = 200.28 g/mol
Multiplicity = 1

Each line ends with the Löwdin charge.
Geometry (Å):
O1 -1.66851 -0.75266 2.11767  0.04
C1 -1.27979 0.59131 0.14378  -0.02
C2 -3.79902 -0.34131 -0.79106  -0.04
C3 -2.06716 -0.34411 0.88289  -0.32
C4 -3.61502 1.09352 -2.81324  -0.07
C5 1.45933 -1.19630 -0.02031  -0.10
C6 3.28674 0.23683 0.62002  -0.30
C7 2.34056 -0.14532 -0.32449  -0.06
C8 -3.26255 -0.80643 0.40550  -0.03
C9 -3.03265 0.51902 -1.53907  -0.29
C10 1.59512 -1.87039 1.18332  -0.11
C11 3.31217 -0.37831 1.86416  -0.05
C12 2.53555 -1.50994 2.13584  -0.07
C13 4.21221 1.36922 0.32321  -0.06
C14 -1.78927 0.95591 -1.08451  -0.06
H1 4.94720 1.59369 1.09340  0.08
H2 2.57198 -2.09250 3.04419  0.10
H3 -4.06633 2.07799 -2.71577  0.07
H4 -4.78383 -0.66986 -1.08963  0.11
H5 4.76570 1.13207 -0.58360  0.08
H6 3.94073 0.06623 2.62613  0.11
H7 -1.14749 1.52865 -1.74220  0.11
H8 -4.35679 0.46385 -3.31496  0.07
H9 0.87614 -2.65173 1.40541  0.10
H10 -3.73241 -1.55590 1.03404  0.12
H11 -2.89510 1.16285 -3.64265  0.07
H12 -0.76775 -0.50555 2.32572  0.09
H13 2.40395 0.25562 -1.32872  0.11
H14 -0.25041 0.82963 0.36635  0.10
H15 0.65183 -1.32346 -0.72250  0.10
H16 3.61485 2.26740 0.14110  0.08

Cartesian forces, eV/Å:
O -0.456 -0.668 0.365
C -1.157 -1.446 -0.306
C 0.633 -0.338 0.826
C 1.772 1.613 -0.071
C 0.279 -0.378 -1.319
C 0.716 1.374 -0.275
C -0.220 0.178 0.370
C 0.337 -1.250 0.337
C -0.440 -0.505 0.475
C -0.848 0.977 -1.152
C -0.908 -0.431 -0.135
C 0.023 -0.512 0.483
C -0.197 0.719 -0.684
C -0.019 0.365 -0.413
C 0.351 -0.166 -0.082
H -0.147 -0.166 0.190
H 0.221 0.273 0.221
H 0.043 0.119 0.300
H 0.027 0.012 -0.231
H 0.076 0.178 -0.154
H 0.231 -0.285 0.027
H -0.197 0.273 -0.070
H -0.258 -0.181 0.670
H 0.161 -0.140 0.011
H -0.322 0.126 -0.161
H 0.348 0.263 0.507
H 0.300 0.211 -0.260
H -0.367 0.294 0.056
H -0.100 0.161 0.520
H -0.128 -0.730 0.025
H 0.246 0.058 -0.070

Record 3
2 unconnected molecules or ions with the total composition C8H19NO at a distorted geometry, computed with ωB97M-V with the def2-TZVPD basis set.

Results
E_LUMO = 0.77 eV
Kohn-Sham gap = 9.79 eV
Structure (SMILES) = CCN(C)C(C)=O.CCC
Molecular weight = 145.25 g/mol
Multiplicity = 1

Each line ends with the Löwdin charge.
Geometry (Å):
O1 2.59256 0.47845 0.44459  0.04
N1 1.03293 0.28283 -1.28694  -0.12
C1 -1.70317 -0.32462 3.11058  -0.37
C2 -0.35520 -0.02653 -0.68017  -0.12
C3 1.09486 -0.19102 -2.74632  -0.09
C4 2.29965 0.13344 -0.68747  -0.56
C5 -2.48603 -0.98331 1.96784  -0.11
C6 -0.96237 0.91604 2.86409  -0.13
C7 3.40441 -0.48086 -1.39822  -0.07
C8 -1.06545 0.94362 -1.68956  -0.14
H1 4.54067 -0.44586 -1.15257  0.12
H2 -0.53930 0.11326 0.40256  0.07
H3 -0.60357 1.88816 -2.14858  0.09
H4 -0.41410 1.07369 3.83865  0.10
H5 -2.44995 -0.18131 3.92809  0.11
H6 -2.86845 -2.08299 2.26431  0.12
H7 3.15535 -1.67320 -1.29232  0.15
H8 -1.75999 1.68908 -1.22210  0.06
H9 -1.01971 -0.98898 3.55102  0.08
H10 -1.83889 -0.95616 1.01649  0.05
H11 3.32495 -0.10976 -2.41580  0.02
H12 -1.49519 1.67307 2.46710  0.03
H13 -0.03813 0.71322 2.21618  0.09
H14 -1.53238 0.38216 -2.69054  0.12
H15 0.29226 0.30835 -3.38123  0.06
H16 2.14755 0.49204 -3.09460  0.15
H17 -3.33797 -0.35520 1.77617  0.05
H18 -0.54843 -0.93892 -1.05391  0.06
H19 1.13311 -1.34869 -2.90732  0.12

Cartesian forces, eV/Å:
O -1.626 0.487 0.802
N 1.738 -2.305 -0.675
C -2.543 -1.125 0.729
C 2.391 5.298 -2.217
C 1.898 2.654 -0.789
C -0.016 0.835 2.778
C 0.881 -1.526 -0.420
C 4.874 -2.288 1.143
C 2.155 -3.741 -1.999
C -3.511 1.864 -1.684
H -2.411 0.692 0.671
H 0.728 0.254 -1.103
H 1.203 -2.024 0.507
H -0.915 0.922 -0.871
H 0.396 0.178 -0.385
H 1.004 2.517 -0.898
H 0.559 2.673 -0.952
H -0.945 -1.709 0.159
H 0.966 -1.321 0.380
H -1.307 -0.738 1.476
H 0.828 -1.182 -0.105
H -1.672 2.880 -0.921
H -1.335 0.302 0.410
H 0.633 1.492 3.157
H 1.104 -1.103 1.113
H -3.697 -2.608 0.131
H -0.595 0.050 -0.305
H -0.979 -3.618 -0.424
H 0.195 2.189 0.291

For the records above, the corresponding relative energy (zero: lowest compared OMol25 entry of this formula, charge and spin) values read 10.6; 11.9; 139.7 kcal/mol.